# 1
Density functional theory data (wB97M-V/def2-TZVPD) for a 3-piece molecular cluster, C4H17N2O2 overall at a distorted geometry.

```
! wB97M-V def2-TZVPD RIJCOSX def2/J DEFGRID3
* xyz 1 1
O 1.43246 1.24908 -2.89678
O -1.38961 -1.94253 2.69469
N -0.85387 -0.29726 -1.13180
N -1.68475 0.97455 1.00968
C 0.43181 -0.51410 -0.36240
C 1.58843 -0.84994 -1.30370
C -0.38808 0.75748 1.71203
C 0.67417 0.60218 0.62000
H -1.21602 -1.14371 -1.55779
H -1.66712 0.36264 0.00155
H 1.62869 2.15164 -2.62188
H 0.16022 -1.44692 0.13843
H -0.19539 1.67289 2.28156
H -1.77434 1.95873 0.77997
H 0.98335 1.59960 0.28128
H 1.96571 -1.85346 -1.07670
H 2.39606 -0.13719 -1.32591
H -2.05653 -2.62313 2.54696
H -0.53729 -2.28612 2.97418
H 1.62765 0.46073 1.15259
H -0.40282 0.02956 2.50816
H -0.60218 0.31158 -1.91095
H -2.47629 0.73996 1.59877
H 1.17751 -1.07778 -2.28511
H 1.17824 1.30150 -3.82681
*
```

Results
* HOMO-LUMO gap: 11.291 eV
* ΔE to the lowest compared entry with this formula, charge and spin: 28.95 kcal/mol
* LUMO: -2.65 eV
* molecular weight: 125.2 Da


# 2
Density functional theory data (wB97M-V/def2-TZVPD) for an isolated molecule of C5H7Br at a distorted geometry.

```
! wB97M-V def2-TZVPD RIJCOSX def2/J DEFGRID3
* xyz 0 1
Br -1.48315 -2.22199 -2.18230
C 0.71641 -0.03040 0.64349
C 0.65230 -0.02818 2.09546
C -0.43173 0.47808 -1.68163
C -0.33498 0.36658 -0.07698
C -1.01597 -0.49579 -2.67604
H 1.73227 0.22618 2.54394
H 0.67149 0.58771 -2.13981
H 0.45879 -1.10509 2.41058
H -0.27591 0.42130 2.51919
H -0.98941 1.44397 -1.75192
H 1.63791 -0.07124 0.00937
H -1.33802 0.42888 0.28666
*
```

Results
* HOMO-LUMO gap: 7.903 eV
* ΔE to the lowest compared entry with this formula, charge and spin: 90.67 kcal/mol
* LUMO: -0.46 eV
* molecular weight: 147.0 Da


# 3
Density functional theory data (wB97M-V/def2-TZVPD) for an isolated molecule of C6H10.

```
! wB97M-V def2-TZVPD RIJCOSX def2/J DEFGRID3
* xyz 0 1
C 1.75866 -0.46055 0.72377
C -1.69170 -0.64693 -0.56797
C 0.45491 -1.08467 0.24661
C -1.77780 0.74026 0.07194
C -0.25259 -0.31210 -0.89782
C -0.48659 1.18777 -0.64358
H -0.21604 -1.19456 1.10742
H -0.70921 1.72501 -1.56896
H 2.48910 -0.38247 -0.08720
H -1.68351 0.68307 1.16356
H 2.19294 -1.06762 1.52490
H -2.72267 1.25571 -0.12752
H 0.61829 -2.10280 -0.11376
H 0.15802 -0.63865 -1.85889
H 1.59551 0.54558 1.12122
H 0.27266 1.75296 -0.09371
*
```

Results
* HOMO-LUMO gap: 8.551 eV
* ΔE to the lowest compared entry with this formula, charge and spin: 95.33 kcal/mol
* LUMO: 0.25 eV
* molecular weight: 82.1 Da


# 4
Density functional theory data (wB97M-V/def2-TZVPD) for an isolated molecule of C15H20FO6P at a distorted geometry.

```
! wB97M-V def2-TZVPD RIJCOSX def2/J DEFGRID3
* xyz 0 1
P -3.49957 1.92740 -1.00758
F -1.43307 -3.00139 0.95824
O 4.84619 -0.21004 -1.41151
O -3.05313 3.49991 -1.06056
O -1.58387 -0.53145 3.08189
O 5.07799 1.24206 0.28529
O -4.88207 1.98183 -0.12818
O -0.58251 2.95507 -0.03332
C -3.57200 -2.01872 1.36718
C 4.84410 0.10525 -0.08272
C 2.73548 0.45991 -2.48095
C -3.79539 -0.50087 1.20073
C 0.21119 0.77943 0.42159
C -2.49928 0.23226 1.02827
C 3.59696 -0.68090 -1.92230
C 1.40721 0.68454 -1.77861
C -2.26230 1.24735 0.18084
C -0.85790 1.78864 0.16458
C -0.04209 -0.20690 1.28663
C -2.61121 -2.59800 0.34260
C -1.37575 -0.22554 1.91658
C 4.60362 -1.00949 0.89908
C 1.52687 0.91531 -0.27575
H 2.18358 0.16725 0.14665
H 0.68579 -0.96409 1.51701
H 3.34301 1.35787 -2.47838
H 2.53670 0.22368 -3.51963
H -2.35167 -1.88135 -0.43203
H -4.74033 2.27450 0.78021
H 4.40516 -1.93876 0.37795
H 0.96316 1.57818 -2.20785
H -4.46890 -0.36026 0.37170
H -4.23835 -0.15277 2.12861
H -3.28019 -2.27937 2.37314
H 5.45704 -1.10243 1.55334
H 3.04473 -1.26353 -1.18815
H 0.72523 -0.13514 -1.98031
H -3.02258 -3.47509 -0.14224
H 3.84942 -1.35939 -2.72527
H 3.73661 -0.78896 1.50735
H -4.53563 -2.48434 1.18855
H -3.02044 3.84997 -0.16449
H 1.92822 1.89835 -0.05818
*
```

Results
* HOMO-LUMO gap: 8.151 eV
* LUMO: -1.16 eV
* SMILES: CC(=O)OCCCCC1=CC(=O)C(CCCF)=C(P(O)O)C1=O
* molecular weight: 346.3 Da